Density functional theory data (ωB97M-V/def2-TZVPD) for C3H7O4Tl as an isolated structure.

Element x y z (Å)
Tl1 -2.200 5.490 -0.250
O1 2.649 5.166 0.887
H1 3.528 5.272 1.298
C1 1.505 -1.017 1.335
O2 0.872 -1.699 0.216
C2 -0.269 -1.185 -0.205
O3 -0.588 -0.028 -0.210
O4 -0.875 -2.107 -0.954
C3 -2.165 -1.857 -1.607
H2 2.591 -1.001 1.252
H3 1.241 -1.698 2.145
H4 1.280 0.038 1.495
H5 -3.017 -1.912 -0.929
H6 -2.344 -2.590 -2.394
H7 -2.210 -0.874 -2.078

Forces on atoms 1 to 3 (eV/Å):
-0.142 0.117 -0.034
-0.491 -0.183 -0.217
0.568 0.105 0.233

Output
Orbital gap (eV): 2.056
Electronic energy (eV): -16081.70811
Spin multiplicity: 1
Relative energy (zero: lowest compared OMol25 entry of this formula, charge and spin) (kJ/mol): 256.4
Charge: +2
Lowest unoccupied orbital energy (eV): -14.7

Charge distribution, Löwdin scheme, values in e: 0.99 0.27 0.09 0.04 0.12 -0.56 0.24 0.09 0.04 0.12 0.13 0.10 0.11 0.11 0.10

***

Density functional theory data (ωB97M-V/def2-TZVPD) for C26H22Br2N6O6S2Ta as an isolated structure.

Element x y z (Å)
Ta1 0.504 0.195 -0.606
C1 3.123 -3.144 -1.399
C2 2.124 -2.454 -0.533
O1 1.827 -1.232 -0.892
C3 1.568 -3.018 0.567
C4 0.742 -2.293 1.473
C5 0.257 -2.972 2.717
N1 0.439 -1.035 1.261
N2 -0.221 -0.418 2.323
C6 -0.336 0.843 2.081
O2 0.151 1.393 0.987
C7 -1.005 1.723 3.058
C8 -0.879 3.102 2.912
C9 -1.499 3.950 3.818
C10 -2.248 3.423 4.862
C11 -2.375 2.045 5.004
C12 -1.754 1.193 4.107
H1 4.124 -2.764 -1.174
H2 2.924 -2.933 -2.450
H3 3.110 -4.218 -1.229
H4 1.808 -4.044 0.805
H5 0.614 -3.998 2.758
H6 -0.835 -2.960 2.729
H7 0.578 -2.425 3.602
H8 -0.285 3.494 2.095
H9 -1.398 5.023 3.708
H10 -2.737 4.086 5.565
H11 -2.965 1.636 5.816
H12 -1.847 0.119 4.199
Br1 -0.395 -3.775 -3.508
C13 0.734 -2.404 -4.149
C14 1.571 -2.717 -5.169
C15 2.632 -1.859 -5.516
C16 2.871 -0.781 -4.689
C17 2.032 -0.463 -3.641
N3 0.837 -1.200 -3.437
C18 2.449 0.666 -2.782
O3 3.546 1.151 -2.865
O4 1.541 1.105 -1.884
H13 1.432 -3.668 -5.664
H14 3.281 -2.087 -6.349
H15 3.731 -0.141 -4.822
S1 -1.725 -0.952 -3.161
C19 -0.214 -0.748 -2.586
Br2 -7.138 -0.555 -0.834
C20 -5.715 0.687 -0.815
C21 -5.988 2.047 -0.800
N4 -5.029 2.971 -0.782
C22 -3.764 2.556 -0.792
C23 -3.413 1.213 -0.808
C24 -4.408 0.250 -0.814
C25 -1.985 0.830 -0.787
O5 -1.089 1.581 -1.269
O6 -1.600 -0.231 -0.188
H16 -7.013 2.400 -0.805
H17 -2.991 3.317 -0.780
H18 -4.156 -0.802 -0.830
N5 2.957 1.082 2.669
C26 3.236 1.597 1.447
N6 3.736 0.700 0.548
S2 2.973 3.188 1.056
H19 2.855 0.086 2.784
H20 2.409 1.666 3.278
H21 4.201 -0.125 0.892
H22 4.088 1.098 -0.311

Forces on atoms 1 to 3 (eV/Å):
-1.861 -0.606 0.510
0.081 -0.058 -0.072
-0.031 0.054 -0.119

Output
Orbital gap (alpha / beta) (eV): 5.855 / 7.125
Electronic energy (eV): -211855.40500
Spin multiplicity: 2
Relative energy (zero: lowest compared OMol25 entry of this formula, charge and spin) (kJ/mol): 115.2
Charge: 0
Lowest unoccupied orbital energy (alpha / beta) (eV): -0.8 / -1.1

Charge distribution, Löwdin scheme, values in e: 1.95 0.02 -0.39 -0.23 0.01 -0.28 -0.02 -0.07 0.09 -0.43 -0.22 -0.15 -0.01 -0.07 -0.08 -0.08 -0.03 0.10 0.08 0.09 0.12 0.08 0.10 0.08 0.11 0.11 0.10 0.10 0.11 0.77 -0.68 -0.13 -0.06 -0.01 -0.12 -0.13 -0.51 0.11 -0.19 0.10 0.11 0.13 0.73 -0.72 0.75 -0.66 -0.18 0.08 -0.06 -0.12 -0.05 -0.63 -0.07 -0.12 0.10 0.13 0.12 0.09 -1.02 0.08 0.61 0.09 0.09 0.10 0.08

***

Density functional theory data (ωB97M-V/def2-TZVPD) for a 3-piece molecular cluster, C3H13NO3 overall.

Element x y z (Å)
C1 0.680 -1.220 -0.642
C2 -0.434 -0.169 -0.958
C3 -0.723 0.582 0.321
O1 -1.494 1.771 0.057
N1 1.079 -2.068 -1.737
H1 1.520 -0.601 -0.301
H2 0.324 -1.814 0.199
H3 -0.013 0.511 -1.697
H4 -1.349 -0.665 -1.282
H5 -1.171 -0.037 1.106
H6 0.148 0.941 0.875
H7 -2.273 1.442 -0.393
H8 0.745 -3.013 -1.672
H9 0.776 -1.680 -2.625
H10 0.536 4.032 -0.709
H11 0.013 3.114 0.395
O2 0.817 3.501 0.058
H12 0.684 -2.209 3.005
H13 0.189 -0.783 3.158
O3 -0.054 -1.634 2.842

Forces on atoms 1 to 3 (eV/Å):
-0.820 0.858 0.204
1.170 -0.921 0.974
0.061 0.815 0.674

Output
SMILES: NCCCO.O.O
Orbital gap (eV): 9.813
Electronic energy (eV): -10953.89846
Spin multiplicity: 1
Relative energy (zero: lowest compared OMol25 entry of this formula, charge and spin) (kJ/mol): 84.2
Charge: 0
Lowest unoccupied orbital energy (eV): 0.7

Charge distribution, Löwdin scheme, values in e: -0.30 -0.17 -0.28 -0.09 -0.01 0.11 0.10 0.12 0.11 0.11 0.11 0.08 0.06 0.06 0.05 -0.02 -0.06 0.03 0.02 -0.03

***

Density functional theory data (ωB97M-V/def2-TZVPD) for a 2-piece molecular cluster, C4H6N3 overall.

Element x y z (Å)
C1 -0.537 0.760 1.616
C2 0.550 0.995 -1.801
C3 0.659 -0.858 0.220
C4 -0.142 -2.038 -0.196
N1 0.215 0.162 0.884
N2 0.570 2.048 -2.232
N3 -1.262 1.557 2.140
H1 1.788 -0.892 -0.133
H2 -1.322 -1.845 0.104
H3 0.232 -2.912 0.442
H4 0.016 -2.326 -1.256
H5 0.529 3.004 -2.532
H6 -1.296 2.346 2.745

Forces on atoms 1 to 3 (eV/Å):
-2.401 3.585 1.450
0.070 -2.253 0.501
1.450 -0.036 -1.209

Output
Orbital gap (eV): 9.665
Electronic energy (eV): -8704.97128
Spin multiplicity: 1
Relative energy (zero: lowest compared OMol25 entry of this formula, charge and spin) (kJ/mol): 340.9
Charge: +1
Lowest unoccupied orbital energy (eV): -5.7

Charge distribution, Löwdin scheme, values in e: -0.15 -0.02 -0.13 -0.05 0.14 0.13 0.30 0.18 0.16 0.13 0.10 0.10 0.12

***

Density functional theory data (ωB97M-V/def2-TZVPD) for a 3-piece molecular cluster, C2H13N2O2 overall.

Element x y z (Å)
N1 0.228 0.417 1.198
C1 1.184 0.380 0.057
C2 0.480 0.195 -1.289
N2 1.485 0.022 -2.337
H1 0.101 -0.459 1.719
H2 -0.727 0.569 0.821
H3 0.366 1.239 1.776
H4 1.820 -0.488 0.184
H5 1.803 1.265 0.017
H6 -0.132 1.062 -1.535
H7 -0.206 -0.651 -1.178
H8 1.263 -0.757 -2.950
H9 2.411 -0.108 -1.954
H10 -0.492 -2.632 2.282
H11 -1.147 -2.875 0.901
O1 -0.746 -2.199 1.456
H12 -2.894 1.365 -0.361
H13 -2.477 2.268 0.777
O2 -2.320 1.386 0.415

Forces on atoms 1 to 3 (eV/Å):
-1.151 0.615 -0.417
0.204 -0.767 -0.827
0.040 -0.025 0.061

Output
Orbital gap (eV): 9.805
Electronic energy (eV): -9353.98257
Spin multiplicity: 1
Relative energy (zero: lowest compared OMol25 entry of this formula, charge and spin) (kJ/mol): 62.8
Charge: +1
Lowest unoccupied orbital energy (eV): -3.1

Charge distribution, Löwdin scheme, values in e: 0.17 -0.15 -0.27 0.01 0.12 0.09 0.17 0.13 0.13 0.11 0.12 0.08 0.07 0.07 0.07 -0.04 0.08 0.08 -0.04

***

Density functional theory data (ωB97M-V/def2-TZVPD) for a 2-piece molecular cluster, C2H3ClFNO2 overall.

Element x y z (Å)
C1 -1.720 1.253 -0.715
C2 -1.690 0.087 -0.026
N1 2.605 -0.320 0.059
O1 3.696 0.126 0.061
O2 2.485 -1.393 0.883
F1 -0.567 -0.473 0.400
Cl1 -3.090 -0.738 0.666
H1 1.614 -1.862 0.883
H2 -2.603 1.551 -1.192
H3 -0.730 1.769 -1.020

Forces on atoms 1 to 3 (eV/Å):
2.836 -1.656 0.310
-0.844 1.788 -0.182
-0.517 0.867 -1.041

Output
SMILES: C=C(F)Cl.O=NO
Orbital gap (eV): 10.579
Electronic energy (eV): -22943.69025
Spin multiplicity: 1
Relative energy (zero: lowest compared OMol25 entry of this formula, charge and spin) (kJ/mol): 244.7
Charge: 0
Lowest unoccupied orbital energy (eV): 0.5

Charge distribution, Löwdin scheme, values in e: 0.01 -0.79 -0.13 0.03 -0.01 -0.01 0.65 0.11 0.03 0.11